(1)
C19H12AsF3MoN2O6S4 | wB97M-V/def2-TZVPD

Output
E_LUMO (spin up / spin down)   -8.7933 / -8.7945 eV
HOMO level (spin up / spin down)   -14.90 / -14.90 eV
Gap between HOMO and LUMO (spin up / spin down)   6.105 / 6.103 eV
Charge   +2
Electronic energy   -149334.1483 eV

Last column: Mulliken charge in e.
Atoms and positions in Å:
Mo -0.844 -0.493 -0.440  0.196
F -3.377 -2.002 3.912  -0.205
C -2.137 -1.861 4.376  0.554
F -2.219 -1.543 5.660  -0.279
F -1.523 -3.046 4.288  -0.210
C -1.366 -0.818 3.592  -0.070
C -0.825 0.291 4.209  -0.060
C -0.113 1.224 3.444  -1.034
C 0.071 0.989 2.103  -0.778
N -0.416 -0.114 1.507  0.529
C -1.176 -0.985 2.211  0.975
S -1.839 -2.162 1.159  -0.129
H -0.962 0.444 5.270  0.587
H 0.292 2.111 3.901  0.491
H 0.624 1.670 1.460  0.626
S -0.989 -2.656 -2.003  0.560
C 0.526 -2.949 -1.058  0.070
N 0.769 -1.980 -0.192  0.690
C 2.002 -2.142 0.408  -0.265
C 2.587 -1.364 1.409  -0.174
C 3.820 -1.737 1.897  -0.884
C 4.505 -2.845 1.392  -0.549
C 3.958 -3.618 0.389  -0.616
C 2.698 -3.271 -0.082  0.844
S 1.752 -4.096 -1.288  -0.113
H 2.085 -0.491 1.794  0.372
H 4.269 -1.158 2.687  0.447
H 5.473 -3.102 1.792  0.435
H 4.482 -4.465 -0.026  0.438
O -0.931 0.135 -4.125  -0.514
As 0.489 0.730 -3.353  0.337
O -0.439 -2.254 -3.288  -0.493
O 0.272 0.019 -1.627  0.005
C -0.404 2.482 -3.125  0.387
C -0.266 3.360 -4.200  -0.575
C -0.933 4.573 -4.212  -0.785
C -1.730 4.941 -3.139  -0.615
C -1.885 4.079 -2.068  -0.607
C -1.245 2.850 -2.084  0.464
S -2.782 1.074 -1.065  0.205
O -1.426 1.989 -0.992  0.254
O -2.282 -0.183 -1.794  -0.353
O -2.588 0.516 0.323  -0.263
H -0.820 -0.706 -4.587  0.370
H 0.370 3.081 -5.033  0.377
H -0.822 5.228 -5.061  0.431
H -2.223 5.899 -3.126  0.441
H -2.483 4.357 -1.214  0.485

***

(2)
C20H31N3O3S | wB97M-V/def2-TZVPD

Output
E_LUMO   0.5825 eV
HOMO level   -8.81 eV
SMILES   CC1CCN(S(=O)(=O)c2ccc(NC(=O)CN3CCC[C@H](C)C3)cc2)CC1
Gap between HOMO and LUMO   9.396 eV
Electronic energy   -42692.2252 eV

Last column: Mulliken charge in e.
Atoms and positions in Å:
C 5.372 3.771 2.769  -1.718
H 5.552 4.634 2.133  0.414
H 4.435 3.925 3.299  0.361
H 6.174 3.708 3.500  0.413
C 5.309 2.495 1.934  0.597
C 5.068 1.267 2.815  -0.810
C 4.975 0.012 1.954  -0.771
N 3.898 0.165 0.996  0.166
S 3.487 -1.250 0.184  1.418
O 4.290 -1.423 -0.995  -0.729
O 3.470 -2.307 1.154  -0.763
C 1.810 -0.862 -0.290  -0.372
C 1.470 -0.680 -1.617  -0.269
C 0.169 -0.360 -1.958  -0.590
C -0.795 -0.227 -0.958  0.969
C -0.436 -0.419 0.381  -0.765
C 0.866 -0.734 0.712  -0.777
H 1.169 -0.894 1.734  0.434
H -1.186 -0.319 1.151  0.389
N -2.117 0.091 -1.233  -0.060
C -2.736 0.283 -2.430  0.615
O -2.209 0.254 -3.518  -0.663
C -4.220 0.595 -2.236  -0.864
N -4.719 0.031 -0.997  0.182
C -5.914 0.693 -0.499  -1.288
C -6.251 0.188 0.905  0.924
C -7.477 0.909 1.455  -1.755
H -7.708 0.553 2.456  0.424
H -7.305 1.982 1.502  0.421
H -8.342 0.728 0.820  0.352
C -6.465 -1.324 0.859  -0.939
C -5.240 -2.000 0.252  -0.642
C -4.943 -1.403 -1.119  -0.757
H -4.045 -1.860 -1.542  0.420
H -5.784 -1.613 -1.803  0.378
H -5.406 -3.073 0.153  0.355
H -4.378 -1.847 0.904  0.263
H -6.649 -1.708 1.864  0.379
H -7.344 -1.545 0.249  0.306
H -5.394 0.398 1.554  0.158
H -5.721 1.769 -0.464  0.512
H -6.778 0.523 -1.165  0.273
H -4.308 1.686 -2.196  0.403
H -4.768 0.252 -3.128  0.375
H -2.762 0.124 -0.446  0.018
H -0.114 -0.216 -2.988  0.539
H 2.235 -0.797 -2.368  0.513
C 4.116 1.273 0.093  -0.602
C 4.194 2.573 0.889  -0.950
H 3.239 2.735 1.392  0.276
H 4.370 3.405 0.206  0.394
H 3.277 1.296 -0.606  0.449
H 5.040 1.122 -0.485  0.290
H 4.742 -0.870 2.551  0.459
H 5.931 -0.159 1.436  0.360
H 4.133 1.393 3.363  0.294
H 5.879 1.151 3.535  0.375
H 6.264 2.367 1.413  0.215

***

(3)
C18H17N4PtS2Te | wB97M-V/def2-TZVPD

Output
E_LUMO (spin up / spin down)   2.2652 / 1.5012 eV
HOMO level (spin up / spin down)   -3.48 / -4.56 eV
Gap between HOMO and LUMO (spin up / spin down)   5.745 / 6.061 eV
Charge   -1
Electronic energy   -57113.0890 eV
Multiplicity   3

Last column: Mulliken charge in e.
Atoms and positions in Å:
Pt -0.248 -1.738 -1.138  0.551
C 0.911 0.455 1.079  -1.005
N -0.053 0.174 0.011  -0.208
C -0.836 1.098 -0.411  0.093
C -1.743 0.802 -1.474  0.220
C -2.710 1.552 -2.142  -0.976
C -3.243 0.704 -3.122  -0.451
C -2.571 -0.518 -3.000  -0.749
N -1.676 -0.458 -2.005  0.191
C 1.768 1.670 0.823  0.155
C 2.763 1.630 -0.152  -0.096
C 3.531 2.754 -0.406  -0.665
C 3.319 3.930 0.306  -0.349
C 2.335 3.974 1.281  -0.653
C 1.565 2.845 1.535  -0.143
H 1.537 -0.432 1.185  0.078
H 0.375 0.590 2.025  0.455
H -0.809 2.106 0.009  0.408
H -2.975 2.578 -1.941  0.458
H -4.013 0.936 -3.840  0.432
H -2.691 -1.420 -3.581  0.436
H 2.926 0.710 -0.702  0.303
H 4.305 2.711 -1.163  0.393
H 3.924 4.805 0.104  0.357
H 2.165 4.883 1.844  0.361
H 0.798 2.877 2.303  0.353
S 0.400 -3.956 -1.693  -0.332
C 1.628 -2.879 -1.024  0.274
S 2.235 -1.626 -2.049  -0.340
C 2.097 -3.091 0.296  0.230
C 1.324 -3.809 1.248  0.160
N 0.662 -4.374 2.011  -0.600
C 3.275 -2.460 0.781  0.078
N 4.227 -1.941 1.180  -0.604
C -1.735 -1.730 2.494  -0.902
Te -2.069 -2.831 0.712  0.259
C -3.720 -1.619 0.150  -0.989
H -1.476 -0.709 2.222  0.091
H -0.914 -2.207 3.023  0.347
H -2.638 -1.748 3.100  0.450
H -4.580 -1.839 0.778  0.407
H -3.946 -1.824 -0.893  0.270
H -3.426 -0.574 0.237  0.251

***

(4)
C36H57BN8O9Pb | wB97M-V/def2-TZVPD

Output
E_LUMO   -0.9105 eV
HOMO level   -9.79 eV
Gap between HOMO and LUMO   8.882 eV
Electronic energy   -74530.7881 eV

Last column: Mulliken charge in e.
Atoms and positions in Å:
Pb -2.898 0.068 -5.503  1.275
O -0.024 -2.824 -3.039  -0.617
C -0.235 -1.962 -2.249  0.485
O 0.472 -1.626 -1.203  -1.221
B 0.014 -0.411 -0.544  1.070
O -1.167 -0.020 -1.294  -0.199
C -1.346 -0.864 -2.341  0.839
O -2.193 -0.734 -3.172  -0.781
O 1.016 0.659 -0.625  0.398
C 1.540 0.804 0.562  0.238
O 2.513 1.470 0.796  -0.532
C 0.772 -0.084 1.556  -0.291
O -0.262 -0.635 0.888  0.117
O 0.914 -0.034 2.740  -0.619
O -1.178 -1.432 -5.762  -0.969
H -1.092 -1.505 -4.807  0.430
C -7.570 -2.830 -2.855  -1.184
C -7.270 -1.917 -1.631  -0.387
C -6.873 -0.483 -1.919  -0.354
C -5.762 -0.258 -2.845  0.047
N -4.846 -0.199 -3.533  -0.172
H -7.456 -3.865 -2.529  0.345
H -6.752 -2.772 -3.580  0.315
H -8.521 -2.664 -3.354  0.319
H -6.406 -2.331 -1.106  0.241
H -8.158 -2.093 -1.027  0.317
H -6.630 -0.021 -0.961  0.223
H -7.742 0.019 -2.355  0.317
C -0.743 -3.498 2.026  -0.842
C -1.285 -4.794 2.645  -0.276
C -2.650 -4.572 3.290  -0.583
C -3.606 -3.876 2.394  0.300
N -4.273 -3.286 1.669  -0.477
H -1.369 -3.125 1.221  0.539
H 0.265 -3.735 1.679  0.255
H -0.595 -2.734 2.792  0.095
H -0.526 -5.160 3.338  -0.100
H -1.382 -5.592 1.905  0.386
H -2.488 -3.873 4.116  0.261
H -3.018 -5.484 3.759  0.414
C 5.819 2.065 0.618  -0.300
C 7.174 2.729 0.319  -0.610
C 7.052 3.948 -0.662  -0.494
C 5.813 4.648 -0.885  0.292
N 4.816 5.208 -0.993  -0.533
H 5.502 1.449 -0.222  -0.554
H 5.056 2.833 0.766  0.345
H 5.813 1.541 1.573  0.545
H 7.892 2.101 -0.206  0.254
H 7.623 2.978 1.280  0.383
H 7.387 3.574 -1.634  0.334
H 7.866 4.633 -0.411  0.364
C -0.977 3.395 -1.220  -0.881
C -2.436 3.678 -0.871  -0.114
C -3.315 3.943 -2.116  -0.759
C -2.973 3.223 -3.352  0.250
N -2.764 2.605 -4.297  -0.444
H -0.968 2.439 -1.735  -0.119
H -0.358 3.397 -0.324  0.588
H -0.624 4.213 -1.850  0.520
H -2.604 4.447 -0.111  0.531
H -2.916 2.887 -0.285  -0.292
H -3.559 4.966 -2.409  0.434
H -4.329 3.579 -1.913  0.390
C 2.968 4.234 -4.345  -1.612
C 3.149 2.981 -3.453  -0.049
C 1.845 2.468 -2.895  1.713
C 0.890 1.880 -3.855  -0.214
N 0.144 1.375 -4.570  -0.313
H 2.388 4.008 -5.243  0.377
H 3.942 4.606 -4.660  0.447
H 2.436 5.014 -3.799  0.345
H 3.951 3.237 -2.763  -0.123
H 3.628 2.226 -4.080  0.471
H 1.367 3.112 -2.158  0.334
H 1.990 1.543 -2.322  -1.292
C -2.687 0.592 1.941  -0.510
C -4.040 1.033 2.516  -0.802
C -4.186 2.545 2.701  0.258
C -5.594 2.911 2.811  -0.011
N -6.713 3.168 2.824  -0.447
H -2.670 0.480 0.858  -0.008
H -2.380 -0.305 2.475  0.274
H -1.845 1.276 2.092  0.305
H -4.231 0.545 3.470  0.419
H -4.816 0.668 1.842  0.247
H -3.891 3.235 1.905  -0.111
H -3.720 2.857 3.638  0.376
C 3.500 -1.635 0.979  -0.468
C 4.475 -1.460 -0.171  -1.054
C 3.919 -0.460 -1.153  1.423
C 4.825 0.281 -2.022  -0.345
N 5.554 0.947 -2.611  -0.664
H 3.262 -0.700 1.495  0.352
H 3.872 -2.302 1.759  0.347
H 2.506 -2.021 0.735  0.027
H 4.696 -2.421 -0.637  0.365
H 5.442 -1.159 0.238  0.415
H 3.267 0.325 -0.759  -0.838
H 3.301 -0.980 -1.897  0.564
C 2.293 -5.344 5.281  -0.734
C 3.107 -4.087 4.880  -0.482
C 2.134 -2.908 4.558  1.350
C 1.756 -2.164 5.758  0.062
N 1.530 -1.574 6.716  -0.532
H 1.990 -5.343 6.323  0.297
H 2.876 -6.216 4.983  0.358
H 1.413 -5.436 4.641  0.021
H 3.829 -4.162 4.070  0.335
H 3.681 -3.691 5.719  0.373
H 1.182 -3.235 4.131  -0.730
H 2.485 -2.150 3.853  -0.269

***

Energy relative to the best compared isomer or geometry (same formula, charge and spin), record by record: 47.09; 30.03; 12.74; 0.00 kcal per mole